[1]
{"formula": "C10H16O", "method": "the ωB97M-V functional and the def2-TZVPD basis", "elements": ["C", "C", "C", "C", "C", "O", "C", "C", "H", "H", "H", "H", "H", "H", "H", "H", "C", "C", "C", "H", "H", "H", "H", "H", "H", "H", "H"], "coordinates": [[3.877, 1.467, -1.941], [2.655, 1.537, -1.051], [1.882, 0.403, -0.814], [0.728, 0.490, -0.050], [0.330, 1.719, 0.450], [-0.695, 1.834, 1.354], [1.116, 2.852, 0.259], [2.242, 2.766, -0.531], [4.619, 2.189, -1.607], [3.588, 1.530, -2.993], [4.367, 0.491, -1.822], [2.171, -0.501, -1.336], [0.145, -0.378, 0.215], [-1.496, 1.390, 1.062], [0.800, 3.694, 0.854], [2.888, 3.619, -0.726], [-1.915, -1.631, 1.670], [-2.423, -1.995, 0.276], [-3.530, -3.050, 0.284], [-0.841, -1.619, 1.787], [-2.397, -0.782, 2.158], [-2.227, -2.444, 2.322], [-1.578, -2.377, -0.286], [-2.743, -1.146, -0.314], [-3.958, -3.230, 1.268], [-3.218, -4.009, -0.131], [-4.388, -2.818, -0.356]], "relative_energy_kj_mol": 119.5, "max_force_ev_per_a": 1.3, "smiles": "Cc1ccc(O)cc1.CCC", "e_homo_ev": -8.5, "gap_ev": 9.350, "total_energy_ev": -12676.4867}

***

[2]
{"formula": "C10H16O", "method": "the ωB97M-V functional and the def2-TZVPD basis", "elements": ["C", "C", "C", "C", "C", "C", "C", "C", "C", "C", "O", "H", "H", "H", "H", "H", "H", "H", "H", "H", "H", "H", "H", "H", "H", "H", "H"], "coordinates": [[2.338, -0.085, -0.007], [1.876, 1.069, -0.484], [1.509, -0.922, 0.917], [0.700, -1.907, 0.002], [0.009, -1.047, -1.128], [-0.630, 0.087, -0.497], [-1.861, 0.240, 0.299], [2.180, 2.278, -1.297], [-2.879, -0.960, 0.268], [-1.795, 1.127, 1.490], [-1.707, 0.815, -0.967], [3.441, -0.234, 0.057], [2.227, -1.495, 1.665], [0.896, -0.373, 1.540], [1.440, -2.542, -0.366], [-0.036, -2.321, 0.622], [0.763, -0.664, -1.805], [-0.689, -1.822, -1.755], [1.758, 2.295, -2.343], [3.200, 2.551, -1.619], [1.820, 3.234, -0.847], [-3.868, -0.516, 0.105], [-2.940, -1.337, 1.198], [-2.503, -1.596, -0.574], [-0.859, 1.754, 1.648], [-1.780, 0.481, 2.423], [-2.610, 1.891, 1.452]], "relative_energy_kj_mol": 730.9, "max_force_ev_per_a": 4.7, "e_homo_ev": [-7.8, -7.7], "gap_ev": [8.559, 8.239], "total_energy_ev": -12670.1492}